Arrangement i

Computed, not measured: a 2-piece molecular cluster, C5H16N2O overall, with ωB97M-V with the def2-TZVPD basis set.

Summary:
Charge = +2
Molecular weight = 120.2 g/mol
Orbital gap = 11.35 eV

Each line ends with the natural charge from an NBO analysis.
Element x y z (Å)
O 2.613 -3.165 1.678  -0.9906
N 2.517 -1.535 -0.698  -0.6751
N -1.585 2.625 0.744  -0.6864
C -1.429 1.094 0.385  -0.0420
C -2.829 0.668 -0.109  -0.6412
C -0.546 0.818 -0.781  -0.4753
C 0.742 0.130 -0.352  -0.1412
C 1.359 -0.738 -1.183  -0.0578
H 3.180 -2.833 2.376  0.5014
H -2.942 -0.422 0.096  0.2639
H -0.995 0.051 -1.494  0.2717
H 1.181 -0.896 -2.234  0.2447
H -2.489 2.910 1.203  0.4690
H -0.842 2.964 1.262  0.4363
H -1.589 3.128 -0.233  0.4581
H -1.100 0.477 1.180  0.2396
H 2.869 -1.989 -1.460  0.4359
H -3.584 1.283 0.300  0.2216
H 2.121 -2.220 -0.052  0.4936
H 2.609 -4.117 1.745  0.5065
H -3.084 0.690 -1.166  0.2501
H 1.008 0.293 0.635  0.2159
H -0.418 1.708 -1.410  0.2530
H 3.235 -0.922 -0.429  0.4484



Arrangement ii

Computed, not measured: a 2-piece molecular cluster, C5H16N2O overall, with ωB97M-V with the def2-TZVPD basis set.

Summary:
Charge = +2
Molecular weight = 120.2 g/mol
Orbital gap = 11.06 eV

Each line ends with the natural charge from an NBO analysis.
Element x y z (Å)
O -1.837 1.480 3.422  -0.9887
N -0.106 0.950 1.769  -0.7174
N 0.096 -2.000 -2.336  -0.6968
C 0.129 -0.902 0.032  -0.4836
C -0.350 0.458 -2.083  -0.6763
C 1.982 0.591 0.614  -0.3124
C 0.681 0.218 0.759  0.0812
C 0.423 -0.715 -1.499  -0.0126
H -0.748 -2.563 -1.873  0.4612
H -0.566 0.347 2.630  0.5048
H 0.084 0.792 -3.123  0.2689
H 2.444 1.275 1.354  0.2324
H 1.409 -0.473 -1.806  0.2362
H 0.852 -2.732 -2.095  0.4510
H 0.583 1.578 2.137  0.4552
H 2.748 0.308 -0.178  0.2605
H -1.787 2.249 3.980  0.5210
H -0.941 -1.026 0.124  0.2396
H 0.509 -1.954 0.358  0.2605
H -1.426 0.325 -2.255  0.2500
H 0.069 -1.991 -3.301  0.4535
H -2.683 1.163 3.335  0.4998
H -0.973 1.427 1.387  0.4688
H -0.590 1.193 -1.351  0.2433



Relative energy of each structure, in hartree: arrangement i 0.0000; arrangement ii 0.0327.



Arrangement i

Computed, not measured: a 2-piece molecular cluster, C5H16N2O overall, with ωB97M-V with the def2-TZVPD basis set.

Summary:
Charge = +2
Molecular weight = 120.2 g/mol
Orbital gap = 10.86 eV

Each line ends with the natural charge from an NBO analysis.
Element x y z (Å)
O -1.651 1.052 2.638  -1.0044
N -1.664 0.625 0.074  -0.7296
N 1.667 0.539 -2.320  -0.6879
C 1.354 -0.509 -1.192  -0.0174
C -0.113 -0.927 -1.184  -0.5124
C -0.588 -1.119 1.353  -0.3090
C -0.711 -0.528 0.145  0.1072
C 1.955 0.130 0.094  -0.6689
H 1.787 -0.634 0.901  0.2684
H 3.038 0.228 0.118  0.2656
H -2.604 0.404 0.439  0.4659
H -1.192 -1.011 2.218  0.2638
H -0.676 -0.678 -1.996  0.2446
H 1.622 1.167 0.306  0.2258
H 1.381 0.283 -3.334  0.4609
H -1.843 1.064 -0.900  0.4466
H 2.023 -1.356 -1.510  0.2560
H 1.173 1.388 -2.174  0.4231
H -2.622 1.355 2.873  0.4995
H -0.224 -2.017 -1.186  0.2956
H 2.659 0.719 -2.320  0.4562
H -1.574 0.900 3.661  0.5205
H -1.213 1.330 0.707  0.4872
H 0.068 -1.987 1.515  0.2426



Arrangement ii

Computed, not measured: a 2-piece molecular cluster, C5H16N2O overall, with ωB97M-V with the def2-TZVPD basis set.

Summary:
Charge = +2
Molecular weight = 120.2 g/mol
Orbital gap = 11.56 eV

Each line ends with the natural charge from an NBO analysis.
Element x y z (Å)
O 0.297 -1.343 -2.901  -0.9751
N -1.946 1.666 -2.078  -0.7112
N 1.741 -1.227 1.725  -0.7384
C 0.063 0.964 -0.769  -0.1290
C -1.094 1.683 -0.893  -0.0616
C 0.403 -0.591 1.144  -0.0078
C 0.626 0.917 0.663  -0.4939
C -0.546 -0.887 2.297  -0.6432
H 2.548 -0.545 2.117  0.4669
H 2.237 -1.842 1.076  0.4451
H -1.678 0.695 -2.528  0.4832
H 1.213 -1.137 -2.854  0.4699
H 0.505 0.292 -1.391  0.2341
H 0.264 1.745 1.347  0.2698
H -0.291 -0.273 3.115  0.2374
H -0.625 -1.925 2.467  0.2415
H 1.643 -1.886 2.553  0.4591
H -2.917 1.779 -1.794  0.4703
H 0.371 -2.237 -3.399  0.5121
H -1.550 2.372 -2.712  0.4682
H 0.165 -1.306 0.249  0.2459
H -1.597 -0.615 1.989  0.2557
H 1.682 1.328 0.767  0.2639
H -1.514 2.373 -0.190  0.2372



Relative energy of each structure, in hartree: arrangement i 0.0029; arrangement ii 0.0000.



Arrangement i

Computed, not measured: one molecule with the formula Cl2H3N2OP, with ωB97M-V with the def2-TZVPD basis set.

Summary:
Charge = 0
Molecular weight = 148.9 g/mol
SMILES = NNP(=O)(Cl)Cl
Orbital gap = 11.01 eV

Each line ends with the natural charge from an NBO analysis.
Element x y z (Å)
Cl 2.855 -1.776 -0.287  -0.2296
Cl 3.283 1.389 -0.369  -0.2628
P 2.122 -0.082 0.383  1.8998
O 1.965 0.075 1.837  -1.0342
N -0.331 0.586 0.152  -0.6031
N 0.788 -0.033 -0.563  -0.8996
H -0.264 0.115 0.983  0.3458
H 0.418 -0.383 -1.473  0.4458
H 0.036 1.505 0.496  0.3378



Arrangement ii

Computed, not measured: Cl2H3N2OP as an isolated structure, with ωB97M-V with the def2-TZVPD basis set.

Summary:
Charge = 0
Molecular weight = 148.9 g/mol
Orbital gap (alpha / beta) = 8.84 / 8.84 eV

Each line ends with the natural charge from an NBO analysis.
Element x y z (Å)
Cl 2.199 -1.672 0.133  -0.2335
Cl 2.334 1.516 0.443  -0.2710
P 1.148 -0.056 -0.170  1.5667
O 0.869 0.012 -1.605  -1.0655
N -0.754 0.061 0.984  -0.4699
N -1.652 0.189 0.005  -0.6082
H -1.543 -0.365 -0.900  0.3784
H -1.740 1.193 -0.129  0.3642
H -0.862 -0.879 1.239  0.3389



Relative energy of each structure, in hartree: arrangement i 0.0000; arrangement ii 0.0494.



Arrangement i

Computed, not measured: a 2-piece molecular cluster, C2H8N2O overall, with ωB97M-V with the def2-TZVPD basis set.

Summary:
Charge = 0
Molecular weight = 76.1 g/mol
SMILES = C=O.NCN
Orbital gap = 9.71 eV

Each line ends with the natural charge from an NBO analysis.
Element x y z (Å)
O -0.497 -1.682 -3.336  -0.4847
N 0.618 0.480 0.809  -0.8922
N -0.179 1.756 2.809  -0.8194
C -0.574 -2.429 -2.408  0.2739
C 0.544 1.760 1.565  -0.0573
H 0.357 1.160 3.427  0.3464
H 0.373 -2.754 -1.946  0.1019
H 1.515 0.025 0.847  0.3599
H 1.563 2.084 1.764  0.1795
H -0.122 -0.180 0.846  0.3588
H 0.173 2.439 0.800  0.1762
H -1.061 1.285 2.747  0.3485
H -1.513 -2.763 -1.960  0.1084



Arrangement ii

Computed, not measured: a 2-piece molecular cluster, C2H8N2O overall, with ωB97M-V with the def2-TZVPD basis set.

Summary:
Charge = 0
Molecular weight = 76.1 g/mol
SMILES = NC=O.CN
Orbital gap = 8.83 eV

Each line ends with the natural charge from an NBO analysis.
Element x y z (Å)
O -0.605 1.627 -0.285  -0.5439
N 1.648 1.827 -0.002  -0.8336
N -0.483 -0.795 0.310  -0.8269
C 0.537 1.359 -0.701  0.4129
C -1.331 -1.965 0.331  -0.4014
H -0.885 -2.850 0.803  0.1595
H 1.476 2.419 0.797  0.4032
H 2.520 1.929 -0.497  0.3878
H 0.690 1.374 -1.798  0.1548
H 0.445 -0.421 -0.403  0.3424
H -0.144 -0.569 1.243  0.3520
H -1.629 -2.221 -0.686  0.1946
H -2.240 -1.715 0.888  0.1986



Relative energy of each structure, in hartree: arrangement i 0.0000; arrangement ii 0.0397.